1.
Here is a molecular structure, C19H25CrN3SSi from OMol25. Energies are from ωB97M-V/def2-TZVPD.

The geometry in XYZ format:
```
50
Properties=species:S:1:pos:R:3:mulliken_charge:R:1
Cr -0.933 -0.114 1.790 -0.38
S -1.883 -1.768 3.082 -0.45
Si 0.182 -0.074 -1.279 1.38
N 0.989 -1.023 2.215 -0.64
N -0.467 -2.252 5.263 -0.51
N 0.824 -1.898 3.377 -0.29
C -2.169 1.718 1.956 -0.52
C -3.311 1.545 -2.375 -0.48
C -0.334 1.287 3.337 -0.55
C -1.179 0.435 -2.366 0.84
C -0.772 -1.541 0.097 -2.28
C 0.156 1.799 2.079 -0.56
C 3.937 0.091 -2.645 -0.72
C -1.590 2.228 -3.941 -0.43
C -1.787 1.261 3.259 -0.75
C -2.833 2.449 -3.331 -0.52
C -2.523 0.469 -1.957 -0.63
C 2.167 -2.080 -2.368 -0.62
C 2.638 0.282 -2.203 -0.20
C 4.361 -1.191 -3.000 -0.42
C 1.735 -0.788 -2.046 0.46
C -0.762 1.209 -3.473 -0.94
C -0.973 2.082 1.235 -0.47
C 3.477 -2.277 -2.851 -0.45
C -0.405 -1.921 3.943 0.58
H 0.661 1.288 -1.078 -0.48
H 0.232 1.071 -3.899 0.37
H -4.272 1.728 -1.897 0.38
H 1.631 -1.866 4.012 0.28
H -3.405 3.335 -3.584 0.37
H 1.484 -2.926 -2.244 0.34
H 1.390 -1.611 1.464 0.42
H -0.584 -2.296 -0.680 0.41
H -2.941 -0.277 -1.283 0.37
H 0.310 -1.988 5.870 0.22
H 1.187 2.084 1.827 0.51
H -0.988 0.343 0.080 0.28
H -0.256 -1.938 0.975 1.20
H -3.204 1.899 1.623 0.46
H 4.592 0.968 -2.704 0.36
H -1.858 -1.554 0.234 0.36
H 5.372 -1.334 -3.381 0.37
H -2.439 1.009 4.094 0.48
H 1.736 -0.353 2.402 0.41
H 0.283 1.146 4.234 0.46
H -1.401 -2.141 5.657 0.26
H 2.327 1.282 -1.927 0.36
H -0.958 2.598 0.269 0.62
H -1.250 2.888 -4.737 0.38
H 3.808 -3.280 -3.126 0.36
```

Values from the calculation:
* spin multiplicity: 5
* net charge: 0
* E_HOMO (spin up / spin down): -4.2 / -5.7 eV
* <S²>: 6.055

=====

2.
Here is 8 unconnected molecules or ions with the total composition C19H25F5NO19 from OMol25. Energies are from ωB97M-V/def2-TZVPD.

The geometry in XYZ format:
```
69
Properties=species:S:1:pos:R:3:mulliken_charge:R:1
F 1.673 -6.526 -1.733 -0.30
F 1.757 -4.257 2.020 -0.27
F -0.558 2.392 1.224 -0.24
F 2.234 1.847 0.336 -0.23
F -4.904 0.939 4.616 -0.30
O 1.249 -0.101 2.415 -0.54
O 0.728 -3.649 -3.201 -0.26
O -3.710 4.251 0.400 -0.50
O 2.011 -0.242 -2.074 -0.82
O 4.956 2.639 0.532 -0.40
O -2.292 0.194 3.104 -0.24
O -1.568 4.149 0.698 -0.35
O 0.371 -4.757 -1.359 -0.29
O 1.612 -2.250 3.090 -0.37
O 4.944 4.983 0.341 -0.61
O -0.037 -1.769 1.702 -0.19
O 3.263 3.665 -0.340 -0.39
O -0.086 -2.525 -1.376 -0.44
O -2.090 1.456 -2.944 -0.89
O 2.077 -0.115 -4.225 -0.77
O -2.937 0.696 1.020 -0.40
O -1.056 3.097 -3.861 -0.70
O -2.774 3.762 2.440 -0.39
O -4.507 0.104 2.567 -0.32
N -0.489 0.157 -1.146 0.55
C -0.630 3.694 1.633 0.11
C -4.359 -0.094 3.962 0.30
C 0.971 -1.288 2.407 0.65
C -2.818 4.063 1.139 0.68
C 4.390 3.880 0.234 0.59
C -3.381 3.419 -3.227 -0.89
C -3.253 0.294 2.104 0.57
C -2.918 -0.257 4.317 -0.37
C 2.412 -0.663 -3.139 0.55
C 0.241 -3.551 -2.005 0.38
C -1.413 3.713 3.009 -0.11
C 3.322 -1.893 -3.246 -0.71
C -2.076 2.649 -3.365 0.61
C 4.391 1.634 -0.234 -0.20
C 0.971 -3.522 2.781 0.36
C 3.071 2.290 -0.517 0.42
C 0.703 -5.785 -2.246 0.29
C -0.279 -3.115 2.041 -0.38
C 1.301 -4.889 -3.367 -0.59
H 0.431 0.220 -1.557 0.10
H -0.097 -6.474 -2.517 0.30
H -4.916 -0.977 4.276 0.26
H -4.178 2.761 -2.879 0.27
H 4.393 -1.695 -3.208 0.38
H -0.637 -3.735 1.219 0.27
H 0.784 -4.287 3.535 0.29
H 2.971 -2.543 -2.444 -0.01
H -1.170 0.550 -1.779 0.58
H 2.385 -4.783 -3.417 0.35
H -0.420 0.708 -0.302 -0.05
H -1.101 -3.118 2.756 0.15
H 0.950 -5.343 -4.294 0.29
H -3.795 3.864 -4.132 0.33
H -2.459 0.454 5.004 0.29
H -1.207 2.812 3.588 0.08
H -2.708 -1.310 4.501 0.19
H 4.368 0.700 0.327 0.23
H -1.186 4.584 3.623 0.33
H 0.337 4.170 1.471 0.36
H 4.971 1.434 -1.135 0.25
H 2.686 2.301 -1.536 0.38
H -3.272 4.199 -2.474 0.14
H 3.130 -2.411 -4.185 0.23
H -0.770 -0.797 -0.969 0.45
```

Values from the calculation:
* net charge: -1
* E_HOMO: -3.8 eV

=====

3.
Here is a single C19H25FN4O molecule from OMol25. Energies are from ωB97M-V/def2-TZVPD.

The geometry in XYZ format:
```
50
Properties=species:S:1:pos:R:3:mulliken_charge:R:1
F 7.737 -1.564 -0.889 -0.34
O -2.076 2.099 -1.209 -0.69
N -4.211 -0.415 -0.612 0.25
N -0.461 1.608 0.271 0.24
N -5.862 -1.027 0.715 -0.74
N 2.758 -0.076 0.931 -0.09
C -1.454 1.262 -0.583 0.90
C 5.630 -0.597 -1.334 -0.82
C 4.936 -0.981 1.317 -0.49
C -1.762 -0.228 -0.708 -0.59
C -4.918 -1.455 -0.083 0.71
C 2.323 2.320 0.403 -0.68
C 6.515 -1.181 -0.450 0.29
C 1.288 3.239 -0.239 -0.58
C 0.468 0.721 0.925 -1.70
C 4.384 -0.201 -0.886 0.04
C -4.760 0.730 -0.098 -0.34
C -4.670 -2.893 -0.378 -0.66
C -3.475 -3.456 0.396 -0.96
C 6.180 -1.380 0.877 -0.63
C 1.863 0.859 0.291 0.32
C -0.085 3.005 0.388 -1.03
C 4.013 -0.388 0.448 0.44
C -5.775 0.329 0.717 -0.61
C -3.069 -0.457 -1.483 -1.27
H -5.571 -3.433 -0.085 0.33
H 5.918 -0.452 -2.364 0.42
H 3.295 2.438 -0.080 0.42
H 1.229 3.036 -1.310 0.32
H -4.384 1.696 -0.363 0.49
H 4.663 -1.131 2.352 0.31
H -0.934 -0.708 -1.234 0.45
H -2.545 -2.991 0.079 0.15
H 1.575 4.283 -0.107 0.39
H -3.171 0.334 -2.233 0.38
H 2.708 -0.058 1.940 0.28
H -3.608 -3.280 1.461 0.32
H 2.440 2.575 1.460 0.25
H -1.856 -0.670 0.285 0.54
H 0.143 -0.316 0.865 0.57
H 3.704 0.254 -1.586 0.32
H -6.451 0.922 1.300 0.45
H 6.889 -1.836 1.549 0.43
H 1.780 0.586 -0.767 0.09
H -4.518 -3.038 -1.451 0.29
H -0.848 3.596 -0.118 0.46
H -3.394 -4.528 0.230 0.39
H 0.526 1.002 1.984 0.20
H -0.066 3.272 1.450 0.36
H -3.045 -1.426 -1.984 0.41
```

Values from the calculation:
* net charge: 0
* SMILES: CCc1nccn1CCC(=O)N1CCC[C@@H](Nc2ccc(F)cc2)C1
* E_HOMO: -8.1 eV

=====

4.
Here is a molecular structure, C19H25IrN6O3S from OMol25. Energies are from ωB97M-V/def2-TZVPD.

The geometry in XYZ format:
```
55
Properties=species:S:1:pos:R:3:mulliken_charge:R:1
Ir -0.594 0.784 -0.958 0.40
S -0.400 0.955 1.713 -0.13
O 0.655 4.611 -0.943 -0.57
O -1.845 4.605 -0.831 -0.57
O -0.587 -1.349 -1.257 -0.81
N -0.450 -1.380 -3.501 -0.29
N -2.625 1.130 -0.881 0.03
N 1.423 1.138 -1.205 0.20
N -0.598 2.683 -0.980 0.46
N -0.616 -1.638 1.851 0.11
N 1.560 -0.837 2.030 0.08
C 0.263 -0.648 1.888 0.22
C -0.523 -3.484 -2.348 -1.15
C -4.237 2.921 -0.885 -0.77
C -0.334 -3.063 1.790 -0.71
C -2.917 2.457 -0.888 0.49
C -4.952 0.636 -0.851 -0.84
C 3.049 2.917 -0.995 -0.76
C 2.429 0.265 -1.317 0.10
C 0.595 3.396 -0.991 0.21
C -0.526 -1.990 -2.329 0.85
C -0.060 -3.684 3.155 -1.15
C 3.752 0.646 -1.290 -0.94
C 1.721 2.467 -1.062 0.32
C 4.067 2.003 -1.112 -0.36
C 2.562 0.211 2.145 -0.36
C -5.261 1.998 -0.880 -0.30
C 2.892 0.473 3.608 -1.27
C -1.779 3.394 -0.897 0.20
C -3.626 0.250 -0.846 0.13
H 4.528 -0.090 -1.413 0.48
H 2.175 1.113 1.668 0.18
H 3.672 1.223 3.697 0.41
H 1.888 -1.770 2.250 0.26
H -3.347 -0.794 -0.812 0.49
H -5.729 -0.110 -0.834 0.44
H -0.405 -1.894 -4.367 0.24
H 0.511 -3.218 1.114 0.35
H -1.588 -1.359 1.843 0.30
H 3.239 3.969 -0.852 0.53
H -0.484 -3.853 -3.367 0.47
H -4.425 3.984 -0.888 0.51
H 2.149 -0.774 -1.427 0.42
H 0.151 -4.742 3.028 0.39
H -1.418 -3.880 -1.872 0.26
H 5.097 2.320 -1.072 0.50
H 3.453 -0.123 1.611 0.32
H 0.789 -3.224 3.653 0.31
H -1.211 -3.536 1.351 0.43
H -0.928 -3.587 3.800 0.34
H 3.243 -0.438 4.083 0.38
H -6.290 2.324 -0.897 0.48
H -0.452 -0.367 -3.555 0.11
H 0.335 -3.877 -1.806 0.23
H 2.012 0.833 4.133 0.32
```

Values from the calculation:
* net charge: +2
* E_HOMO (spin up / spin down): -14.8 / -14.8 eV

=====

Question: net charge of number 4 (C19H25IrN6O3S)?
Answer: +2

=====

Question: Among the records above, which one has the highest net charge?
Answer: C19H25IrN6O3S